Entry w
{"formula": "C7H10N3O", "method": "ωB97M-V with the def2-TZVPD basis set", "elements": ["C", "C", "C", "C", "C", "C", "C", "N", "N", "N", "O", "H", "H", "H", "H", "H", "H", "H", "H", "H", "H"], "coordinates": [[0.80539, -1.47273, -0.27275], [-0.33871, -1.45046, -1.04030], [-0.67059, -0.08117, -1.22411], [0.50892, 1.95563, -0.64925], [-1.50002, 3.22256, 0.22316], [-1.09842, -2.64367, -1.63730], [-0.31058, 1.89817, 1.77999], [0.36929, 0.60098, -0.61256], [1.18709, -0.21700, 0.12558], [-0.52270, 2.48239, 0.48918], [-2.39376, 3.88655, -0.04832], [1.43300, -2.35836, -0.09532], [1.57976, 2.32622, -0.44486], [0.20881, 2.46802, -1.57320], [-0.59307, -2.95028, -2.69908], [-1.23540, -3.52272, -0.95963], [-2.13835, -2.39931, -1.88411], [-0.93832, 0.96849, 1.63956], [-0.82882, 2.45938, 2.51012], [0.79401, 1.74425, 1.91573], [2.12606, 0.04267, 0.16861]], "e_homo_ev": -12.2510, "charge": 1, "homo_lumo_gap_ev": 7.6}


Entry x
{"formula": "C7H10N3O", "method": "ωB97M-V with the def2-TZVPD basis set", "elements": ["C", "C", "C", "C", "C", "C", "C", "N", "N", "N", "O", "H", "H", "H", "H", "H", "H", "H", "H", "H", "H"], "coordinates": [[5.00458, -0.13689, -0.20984], [4.14908, 0.94318, -0.10531], [2.96619, -0.86364, 0.22836], [-4.57788, 0.29938, -0.47975], [-2.39532, -0.75178, -0.34498], [-5.74696, 0.11243, 0.39235], [1.63827, 1.08580, 0.14675], [-3.50622, -0.35219, -0.27879], [4.25496, -1.23126, 0.03232], [2.86241, 0.48122, 0.00135], [-1.37581, -1.25786, -0.23441], [6.06118, -0.11374, -0.43722], [4.39665, 2.01505, -0.26817], [2.13489, -1.49429, 0.70829], [-4.68351, 0.94294, -1.32952], [-5.63356, -0.70437, 0.99996], [-5.83133, 0.99663, 0.91460], [-6.68657, -0.07464, -0.12882], [0.92405, 0.32527, 0.01146], [1.44457, 2.00889, 0.62327], [4.60033, -2.23012, -0.24190]], "e_homo_ev": [-12.8490, -9.1748], "charge": 1, "homo_lumo_gap_ev": [9.3, 4.1]}


Entry y
{"formula": "C7H10N3O", "method": "ωB97M-V with the def2-TZVPD basis set", "elements": ["C", "C", "C", "C", "C", "C", "C", "N", "N", "N", "O", "H", "H", "H", "H", "H", "H", "H", "H", "H", "H"], "coordinates": [[3.37321, -0.35940, -0.56931], [2.71961, -1.02669, 0.47446], [2.56838, 0.37108, -1.43872], [1.33155, -1.10509, 0.55022], [1.19089, 0.44911, -1.24320], [0.47912, -0.36338, -0.34367], [-1.73833, 0.34080, 1.14263], [-2.94071, 1.32331, -0.42123], [-1.77304, 1.29864, 0.15673], [-2.79469, -0.48125, 1.37152], [-0.78522, -0.43274, -0.31618], [4.35995, -0.30871, -0.80050], [3.43596, -1.50430, 1.25507], [3.12241, 0.85011, -2.18617], [0.78733, -1.68265, 1.23106], [0.50509, 1.22501, -1.80272], [-0.90437, 0.45487, 1.74642], [-2.94880, 1.99198, -1.16912], [-3.48919, -0.75983, 0.65445], [-2.93879, -0.81986, 2.26310], [-3.56036, 0.53898, -0.55483]], "e_homo_ev": [-12.4651, -12.6271], "charge": 1, "homo_lumo_gap_ev": [6.5, 7.2]}


Relative to the most stable structure, the computed energies are entry w 0.0258; entry x 0.0000; entry y 0.0103, all in hartree.


Entry w
{"formula": "C11H25N2", "method": "ωB97M-V with the def2-TZVPD basis set", "elements": ["C", "N", "C", "C", "C", "C", "N", "H", "H", "H", "H", "H", "H", "H", "H", "H", "H", "H", "C", "C", "C", "C", "C", "C", "H", "H", "H", "H", "H", "H", "H", "H", "H", "H", "H", "H", "H", "H"], "coordinates": [[4.81979, -0.73323, 1.13091], [3.74901, 0.29964, 1.20688], [4.07989, 1.55143, 1.24159], [2.74075, 2.36033, 1.37562], [1.55232, 1.34806, 1.60103], [2.30034, 0.01600, 1.24220], [1.88196, -1.26464, 1.79222], [4.33522, -1.71747, 0.94538], [5.61699, -0.48174, 0.40605], [5.27046, -0.80155, 2.15315], [5.07706, 2.02141, 1.19159], [2.60619, 3.23494, 0.70833], [2.87787, 2.80767, 2.40109], [0.59148, 1.53198, 1.06606], [1.21376, 1.36563, 2.66565], [2.03789, -0.11232, 0.15471], [1.86765, -1.26632, 2.81217], [0.91494, -1.38248, 1.49435], [-1.13337, -2.21324, -1.95889], [-1.18682, -0.69950, -1.79018], [-1.83562, -0.25811, -0.47765], [-3.30108, -0.66058, -0.30334], [-4.24584, -0.16427, -1.39783], [-4.32738, 1.35552, -1.48264], [-2.13229, -2.64999, -1.99733], [-0.62549, -2.47198, -2.88986], [-0.58504, -2.67976, -1.13589], [-1.70570, -0.25242, -2.64190], [-0.16197, -0.31101, -1.81726], [-1.74418, 0.83048, -0.39037], [-1.26111, -0.67582, 0.36049], [-3.64982, -0.28360, 0.66382], [-3.37483, -1.75031, -0.24310], [-5.24620, -0.55453, -1.19116], [-3.95266, -0.57103, -2.36985], [-4.65716, 1.78183, -0.53235], [-5.04353, 1.65267, -2.25061], [-3.36350, 1.79830, -1.74303]], "e_homo_ev": -13.1880, "charge": 1, "homo_lumo_gap_ev": 8.8}


Entry x
{"formula": "C11H25N2", "method": "ωB97M-V with the def2-TZVPD basis set", "elements": ["C", "C", "C", "C", "C", "C", "C", "C", "C", "C", "C", "N", "N", "H", "H", "H", "H", "H", "H", "H", "H", "H", "H", "H", "H", "H", "H", "H", "H", "H", "H", "H", "H", "H", "H", "H", "H", "H"], "coordinates": [[0.63644, 0.62185, 0.21516], [-0.68125, -0.12651, -0.48869], [0.85687, 0.98727, 1.69593], [-0.53559, -0.87674, -1.81460], [2.32756, -2.07508, 0.00373], [-4.15367, 0.67258, 0.32453], [2.74800, 1.77347, -0.33855], [-1.61991, -1.19912, 1.30606], [2.86638, -0.63655, -0.01983], [-3.08091, -0.17819, -0.41535], [1.92689, 0.44023, -0.44556], [-1.79737, -0.20145, 0.29810], [-0.24755, 1.37927, -0.56343], [-0.03044, 1.26219, 2.18842], [1.64129, 1.73460, 1.81660], [1.16454, 0.12073, 2.13532], [-1.22968, -0.53301, -2.51921], [-0.73375, -1.91738, -1.53747], [0.38659, -0.68580, -2.17317], [3.21784, -2.66386, 0.38945], [2.14821, -2.33751, -1.04929], [1.50254, -2.25988, 0.60898], [-3.93302, 1.67666, 0.52512], [-5.05639, 0.63683, -0.35354], [-4.28188, 0.23361, 1.31214], [3.33981, 1.89187, -1.27738], [3.41074, 1.78016, 0.53547], [2.16740, 2.74238, -0.39884], [-0.68049, -1.61023, 1.20983], [-1.73549, -0.74507, 2.28931], [-2.44208, -1.96305, 1.26003], [3.27102, -0.39098, 0.97705], [3.74310, -0.52140, -0.57155], [-3.33854, -1.34710, -0.56735], [-2.91760, 0.15895, -1.39418], [1.93156, 0.18894, -1.52261], [-0.85688, 2.16541, -0.17908], [0.06570, 1.80191, -1.46158]], "e_homo_ev": -12.7207, "charge": 1, "homo_lumo_gap_ev": 10.0}


Relative to the most stable structure, the computed energies are entry w 0.0000; entry x 0.0663, all in hartree.


Entry w
{"formula": "C19H30N2O2", "method": "ωB97M-V with the def2-TZVPD basis set", "elements": ["C", "H", "O", "C", "C", "C", "C", "C", "C", "C", "H", "H", "H", "H", "C", "N", "C", "C", "N", "C", "H", "C", "C", "H", "H", "C", "O", "H", "H", "H", "H", "H", "C", "C", "C", "C", "H", "H", "H", "H", "H", "H", "H", "H", "H", "H", "H", "H", "H", "H", "H", "H", "H"], "coordinates": [[4.03478, -2.51335, -4.60298], [3.02522, -2.70859, -4.98002], [4.09794, -2.63117, -3.20482], [3.33456, -1.78811, -2.44453], [2.48620, -0.81388, -2.95399], [1.75703, -0.00843, -2.09669], [1.85684, -0.16017, -0.72331], [2.70457, -1.13999, -0.22278], [3.44825, -1.95501, -1.05663], [4.36595, -3.00877, -0.51867], [5.38462, -2.82510, -0.85676], [4.07255, -3.98801, -0.89397], [4.34741, -3.02211, 0.56787], [2.79228, -1.27214, 0.84735], [1.03769, 0.71736, 0.18481], [-0.37563, 0.55369, -0.11577], [-0.89119, -0.75640, 0.22795], [-1.25570, -0.90100, 1.70961], [-2.20081, 0.13778, 2.07538], [-1.59287, 1.43850, 1.86312], [-2.30396, 2.21008, 2.16029], [-1.23135, 1.61758, 0.38034], [-2.50505, 1.71926, -0.47152], [-3.10377, 0.81931, -0.34585], [-3.09561, 2.56686, -0.11263], [-2.17480, 1.91650, -1.95047], [-1.53742, 3.14561, -2.21377], [-2.09562, 3.85709, -1.87978], [-1.47011, 1.14707, -2.26955], [-3.09457, 1.83207, -2.54916], [-0.68139, 2.55859, 0.26541], [-0.68093, 1.55684, 2.48050], [-2.70277, -0.02531, 3.42810], [-3.89433, 0.86827, 3.68519], [-3.74788, 2.15232, 4.44471], [-4.44195, 0.98401, 5.07534], [-5.51189, 1.02883, 5.20834], [-3.92898, 0.45649, 5.86542], [-4.34119, 3.00324, 4.14499], [-2.76870, 2.41701, 4.81566], [-4.60672, 0.85193, 2.86981], [-1.91969, 0.16885, 4.18506], [-3.01569, -1.07013, 3.53208], [-1.72160, -1.87596, 1.87259], [-0.34178, -0.85177, 2.33163], [-0.14434, -1.50377, -0.04702], [-1.78852, -0.93552, -0.36956], [1.29422, 1.76334, -0.00953], [1.28800, 0.49759, 1.23608], [1.09894, 0.74737, -2.49643], [2.38593, -0.67004, -4.01833], [4.36223, -1.52428, -4.94048], [4.71549, -3.26878, -4.99356]], "e_homo_ev": -7.9419, "charge": 0, "homo_lumo_gap_ev": 8.8}


Entry x
{"formula": "C19H30N2O2", "method": "ωB97M-V with the def2-TZVPD basis set", "elements": ["C", "C", "O", "C", "C", "C", "C", "C", "C", "H", "H", "H", "C", "N", "C", "C", "N", "C", "H", "C", "C", "H", "H", "H", "C", "H", "H", "H", "H", "H", "C", "C", "H", "H", "H", "C", "H", "C", "O", "H", "H", "H", "H", "H", "H", "H", "H", "H", "H", "H", "H", "H", "H"], "coordinates": [[-3.08167, -2.35893, 1.47457], [-4.18042, -1.34779, 1.24555], [-5.29670, -1.51744, 1.68305], [-3.82767, -0.13273, 0.46692], [-2.58848, 0.04720, -0.14060], [-2.30041, 1.20974, -0.84065], [-3.26992, 2.19981, -0.93891], [-4.51258, 2.02694, -0.35119], [-4.79151, 0.87026, 0.34837], [-5.75100, 0.71887, 0.81939], [-5.26051, 2.80111, -0.43676], [-3.05080, 3.10959, -1.47961], [-0.95517, 1.37377, -1.49750], [0.09193, 0.72405, -0.73182], [0.36620, 1.41926, 0.51155], [1.37380, 0.63065, 1.34403], [2.57978, 0.40730, 0.57354], [3.69326, -0.10274, 1.34928], [3.64551, 0.37072, 2.33376], [5.05027, 0.24631, 0.72335], [5.17164, 1.75555, 0.54086], [4.32878, 2.12484, -0.03605], [6.09404, 2.00700, 0.02270], [5.17160, 2.25303, 1.50823], [6.17770, -0.28843, 1.60247], [7.14422, -0.05672, 1.16141], [6.10199, -1.36805, 1.71446], [6.13540, 0.16281, 2.59170], [5.12535, -0.23305, -0.25764], [3.63889, -1.19308, 1.50954], [2.30044, -0.28460, -0.67563], [1.32993, 0.58864, -1.47558], [1.12602, 0.11684, -2.43739], [1.80121, 1.57056, -1.65597], [3.24047, -0.34625, -1.23220], [1.73292, -1.71081, -0.51607], [0.68642, -1.64107, -0.21234], [1.82690, -2.55080, -1.79025], [0.94452, -2.14638, -2.81048], [0.05176, -2.12198, -2.44676], [1.63972, -3.60626, -1.53681], [2.82703, -2.47802, -2.22488], [2.28607, -2.23216, 0.26719], [1.63276, 1.21945, 2.22794], [0.91066, -0.30925, 1.68950], [-0.56569, 1.53003, 1.07166], [0.77814, 2.42581, 0.31578], [-0.74698, 2.44728, -1.65681], [-0.98974, 0.89668, -2.48402], [-1.81812, -0.70383, -0.07656], [-2.22420, -1.88460, 1.94610], [-3.45547, -3.15385, 2.11495], [-2.76886, -2.78589, 0.52401]], "e_homo_ev": -8.4589, "charge": 0, "homo_lumo_gap_ev": 8.8}


Relative to the most stable structure, the computed energies are entry w 0.0495; entry x 0.0000, all in hartree.


Entry w
{"formula": "C3H13N2O", "method": "ωB97M-V with the def2-TZVPD basis set", "elements": ["C", "O", "C", "N", "H", "H", "H", "H", "H", "H", "H", "H", "C", "N", "H", "H", "H", "H", "H"], "coordinates": [[-0.71597, -0.70733, 1.45434], [-0.65209, -0.81165, 2.83972], [0.69779, -0.90157, 0.91986], [0.65302, -1.11828, -0.58224], [-1.19122, 0.21925, 1.10632], [-1.32351, -1.54621, 1.07898], [-1.08841, -0.08590, 3.29838], [1.35590, -0.04325, 1.06296], [1.15767, -1.75311, 1.41816], [0.22832, -0.28305, -1.04064], [0.12136, -1.94844, -0.86865], [1.61707, -1.24115, -0.90859], [0.43860, 2.20565, -1.90650], [-0.41998, 1.09361, -2.23023], [1.28909, 2.23509, -2.58368], [0.87120, 2.11451, -0.89426], [-0.17297, 3.12507, -1.92377], [-1.40282, 1.30095, -2.00714], [-0.36731, 0.78593, -3.21562]], "e_homo_ev": [-17.7815, -17.7807], "multiplicity": 2, "charge": 2, "homo_lumo_gap_ev": [9.9, 3.7]}


Entry x
{"formula": "C3H13N2O", "method": "ωB97M-V with the def2-TZVPD basis set", "elements": ["N", "C", "C", "N", "H", "H", "H", "H", "H", "H", "H", "H", "H", "C", "O", "H", "H", "H", "H"], "coordinates": [[0.86538, 0.97331, -0.22557], [0.61383, 0.42126, -1.60705], [0.80444, -1.09500, -1.71447], [-0.02276, -1.88268, -0.87615], [0.30791, 0.47089, 0.53435], [1.86288, 0.90967, -0.01274], [0.60372, 1.96014, -0.22077], [-0.36217, 0.75295, -1.95638], [1.32638, 0.89267, -2.28000], [0.66344, -1.41321, -2.76715], [1.85475, -1.35003, -1.52130], [-1.03554, -1.67727, -0.91832], [0.07907, -2.90946, -0.94327], [-1.64381, 1.14912, 2.03934], [-0.44739, 0.31092, 2.00290], [-1.36157, 2.12705, 1.66756], [-2.44067, 0.71999, 1.44215], [-1.93528, 1.30819, 3.07315], [-0.73792, -0.60462, 2.10042]], "e_homo_ev": [-18.8076, -18.7780], "multiplicity": 2, "charge": 2, "homo_lumo_gap_ev": [11.2, 5.4]}


Relative to the most stable structure, the computed energies are entry w 0.0240; entry x 0.0000, all in hartree.


Entry w
{"formula": "C8H24O4", "method": "ωB97M-V with the def2-TZVPD basis set", "elements": ["C", "C", "O", "H", "H", "H", "H", "H", "H", "C", "C", "O", "H", "H", "H", "H", "H", "H", "C", "C", "O", "H", "H", "H", "H", "H", "H", "C", "C", "O", "H", "H", "H", "H", "H", "H"], "coordinates": [[17.04920, -0.02800, -19.88910], [17.40527, -0.72152, -18.63092], [18.52993, -1.51259, -18.90471], [17.78808, 0.62922, -20.34758], [16.10091, 0.48298, -19.72245], [16.84263, -0.79684, -20.63361], [16.63724, -1.39714, -18.25442], [17.53873, -0.07236, -17.76554], [18.64085, -2.04123, -18.11108], [20.56426, -2.17674, -20.02321], [19.82203, -1.10763, -20.89524], [18.40663, -1.27159, -21.06348], [20.18507, -3.19865, -20.02618], [20.57221, -1.94976, -18.95714], [21.62951, -2.24377, -20.24424], [20.28988, -1.11307, -21.87971], [19.99120, -0.08851, -20.54757], [17.98291, -1.15132, -20.21048], [16.92743, -4.35968, -18.55233], [18.42413, -4.55421, -18.91812], [19.20591, -4.46665, -17.70439], [16.39503, -4.45647, -19.49853], [16.76587, -3.37270, -18.11889], [16.65457, -4.94893, -17.67687], [18.75638, -3.89743, -19.72207], [18.56136, -5.58462, -19.24605], [20.09635, -4.65686, -18.00858], [21.02827, 0.90131, -21.67986], [21.67228, 2.17295, -21.14063], [21.66064, 2.36086, -19.69842], [21.42332, 0.58559, -22.64545], [19.94757, 1.01644, -21.59657], [21.38040, 0.13687, -20.98723], [21.13165, 2.97810, -21.63817], [22.69269, 2.28136, -21.50820], [20.74191, 2.56228, -19.50613]], "e_homo_ev": -9.0677, "charge": 0, "homo_lumo_gap_ev": 9.7}


Entry x
{"formula": "C8H24O4", "method": "ωB97M-V with the def2-TZVPD basis set", "elements": ["C", "C", "O", "H", "H", "H", "H", "H", "H", "C", "C", "O", "H", "H", "H", "H", "H", "H", "C", "C", "O", "H", "H", "H", "H", "H", "H", "C", "C", "O", "H", "H", "H", "H", "H", "H"], "coordinates": [[15.90400, 24.00300, 18.77100], [17.02500, 24.84700, 19.61500], [16.45800, 25.98400, 20.28400], [15.33200, 23.34600, 19.42000], [16.27000, 23.32600, 18.08400], [15.23500, 24.70900, 18.24500], [17.67200, 25.43900, 18.89500], [17.57200, 24.40700, 20.16500], [17.22700, 26.61600, 20.49900], [14.72500, 20.61000, 16.10100], [15.64000, 19.40700, 15.75800], [14.82400, 18.16900, 15.89000], [14.33500, 20.49300, 17.09300], [14.06900, 20.77200, 15.30600], [15.20100, 21.47500, 16.11200], [16.57700, 19.53500, 16.23300], [16.00400, 19.65600, 14.94800], [15.48200, 17.39600, 15.60300], [16.89100, 29.64100, 20.27400], [17.80400, 29.00300, 21.35000], [18.80800, 28.20700, 20.77800], [16.22500, 28.88200, 19.70600], [17.36200, 30.06100, 19.25800], [16.18700, 30.46500, 20.55900], [17.40600, 28.35100, 22.09100], [18.26500, 29.86300, 21.71700], [19.59200, 28.01000, 21.42400], [18.79300, 22.32300, 22.98300], [17.63300, 21.82400, 22.08000], [17.23700, 20.59600, 22.67200], [19.00000, 23.03200, 22.27700], [19.35100, 21.38100, 23.06500], [18.68100, 22.66200, 23.90300], [17.90400, 21.91000, 21.14900], [16.78400, 22.47400, 22.08600], [16.41100, 20.53000, 22.26000]], "e_homo_ev": -9.9629, "charge": 0, "homo_lumo_gap_ev": 10.5}


Relative to the most stable structure, the computed energies are entry w 0.0000; entry x 0.0158, all in hartree.